ORCA calculation (ωB97M-V/def2-TZVPD) on C16H29IrN3O2SSi2 as an isolated structure.

The geometry in XYZ format:
```
54
C16H29IrN3O2SSi2, DFT ωB97M-V/def2-TZVPD
Ir -1.84637 -1.52366 0.32691
N -3.78320 -5.12220 -1.06631
C -2.94776 -4.11273 -0.58556
S -3.64395 -2.85034 0.36261
N -1.69964 -4.16950 -0.87720
N -0.96550 -3.06653 -0.38584
C 0.33849 -3.29216 -0.59428
C 1.45102 -2.44669 -0.35065
C 2.74060 -2.96956 -0.61432
C 3.89816 -2.24073 -0.43955
C 3.83506 -0.92983 0.02223
C 2.58572 -0.37736 0.29227
C 1.42521 -1.10026 0.09818
O 0.20606 -0.53142 0.36530
H -4.58281 -5.29346 -0.47746
H -3.26861 -5.96000 -1.29561
H 0.55661 -4.26255 -1.02294
H 2.80035 -3.98891 -0.97856
H 4.85639 -2.69562 -0.66111
H 4.73297 -0.34439 0.17311
H 2.51241 0.63970 0.64574
C 1.86904 2.72845 2.16721
Si 0.24276 1.82937 1.86973
C -0.03906 0.55877 3.20109
C -1.11563 3.11767 1.89867
C 0.04821 0.93246 0.21079
Si 0.59071 1.60223 -1.47836
C 0.50531 0.21968 -2.72531
C -0.70841 2.89690 -1.87706
C 2.26061 2.45461 -1.57553
H 1.84988 3.16035 3.17250
H 1.99975 3.55008 1.45841
H 2.74791 2.08514 2.10492
H -0.28250 1.03164 4.15638
H 0.83788 -0.07826 3.34106
H -0.87037 -0.08847 2.90886
H -1.18006 3.61367 2.87060
H -2.06778 2.62358 1.68748
H -0.95979 3.88845 1.13881
H -1.04083 1.02281 0.09011
H -0.42393 -0.34392 -2.60117
H 1.33354 -0.48134 -2.60479
H 0.53656 0.62066 -3.74247
H -1.70753 2.47395 -1.74457
H -0.61518 3.24881 -2.90785
H -0.62610 3.76651 -1.21966
H 3.08348 1.77631 -1.34837
H 2.31868 3.30919 -0.89703
H 2.40784 2.82962 -2.59318
C -4.07757 0.45654 0.41636
O -2.70886 0.24167 0.59268
H -4.32692 0.63093 -0.64064
H -4.39369 1.34657 0.98060
H -4.68917 -0.38644 0.75272
```

Calculated values
HOMO (spin up / spin down)	-0.1201 / -0.0900	Eh
total charge	-1
Kohn-Sham gap (spin up / spin down)	6.13 / 5.32	eV
lowest unoccupied orbital energy (spin up / spin down)	2.86 / 2.87	eV
ΔE to the lowest compared entry with this formula, charge and spin	52.4	kcal per mole
spin multiplicity	1
calculated total energy	-2023.4035	Ha